No. 1
ORCA calculation (the ωB97M-V functional and the def2-TZVPD basis) on the ion C20H29Br2F5IN3O2PS with charge +1 in a non-equilibrium geometry.

The energy is -7777.96908 hartree. The HOMO-LUMO gap is 6.950 eV. The calculation puts the LUMO energy at -4.4 eV.

Structure (ORCA input):
```
! wB97M-V def2-TZVPD RIJCOSX def2/J DEFGRID3
* xyz 1 1
C -1.701 -4.228 -1.173
C -1.409 -3.146 -0.288
C -0.822 -2.293 0.998
N 0.247 -1.283 0.645
C 0.071 -0.463 -0.613
N -0.931 0.364 -1.057
C -2.178 0.573 -0.226
C -1.920 1.169 1.280
C -3.339 0.901 2.123
C -3.327 1.653 3.580
F -2.102 1.172 4.295
F -4.593 1.230 4.287
C -3.295 3.290 3.330
F -1.905 3.853 3.288
F -3.945 3.679 2.033
F -4.008 3.921 4.481
C -0.865 1.140 -2.382
Br -0.876 3.105 -1.868
C -2.150 0.881 -3.366
C -1.536 0.777 -4.912
Br -3.239 2.606 -3.366
N 1.394 -0.704 -1.370
C 2.239 0.477 -0.941
C 2.901 1.335 -2.174
O 2.868 2.776 -1.875
C 3.864 3.157 -0.858
O 5.189 3.029 -0.987
C 2.237 -1.905 -0.920
P 1.931 -3.117 -2.403
S 2.995 -4.750 -2.306
C 1.483 -2.196 0.506
C 2.611 -2.125 1.737
I 2.634 -3.950 2.984
C 2.557 -0.728 2.593
C 1.339 -0.623 3.684
H -2.151 -5.137 -1.801
H -0.394 -2.968 1.865
H -1.711 -1.671 1.496
H -2.699 -0.474 -0.105
H -2.983 1.286 -0.734
H -1.086 0.624 1.893
H -1.641 2.313 1.257
H -3.416 -0.283 2.234
H -4.255 1.201 1.430
H 0.134 0.976 -2.969
H -2.827 -0.028 -3.073
H -0.619 0.048 -4.991
H -1.180 1.875 -5.216
H -2.418 0.516 -5.640
H 3.104 0.221 -0.192
H 1.505 1.208 -0.349
H 2.325 1.190 -3.200
H 3.999 0.968 -2.355
H 3.477 3.668 0.148
H 3.401 -1.795 -0.967
H 2.375 -2.371 -3.588
H 0.539 -3.416 -2.625
H 1.277 -3.365 0.442
H 3.662 -2.125 1.171
H 3.574 -0.579 3.170
H 2.453 0.230 1.888
H 1.794 -0.064 4.636
H 0.924 -1.646 4.072
H 0.421 0.020 3.347
*
```

***

No. 2
ORCA calculation (the ωB97M-V functional and the def2-TZVPD basis) on a cluster of 2 separate species, C24H47Br3ClN4 in total in a non-equilibrium geometry.

The energy is -9343.51136 hartree. The HOMO-LUMO gap is 7.687 eV. The calculation puts the LUMO energy at -3.9 eV.

Structure (ORCA input):
```
! wB97M-V def2-TZVPD RIJCOSX def2/J DEFGRID3
* xyz 1 1
C -8.259 -3.400 3.229
C -6.964 -3.248 2.285
C -7.047 -4.284 1.062
C -5.818 -4.140 0.061
C -4.761 -5.312 0.240
C -3.621 -5.304 -0.903
C -2.167 -5.071 -0.300
C -1.791 -3.500 -0.331
C -0.211 -3.330 -0.595
C 0.042 -1.799 -0.944
C 1.390 -1.511 -1.735
C 2.628 -1.124 -0.819
C 2.486 0.325 -0.134
C 2.932 1.488 -1.151
C 2.930 2.924 -0.479
N 3.852 3.907 -1.097
C 4.779 4.763 -0.430
C 5.075 4.940 1.099
C 4.605 6.442 1.472
C 4.200 6.586 3.009
Cl 2.918 7.902 3.086
N 5.481 5.531 -1.394
N 4.980 5.165 -2.582
N 4.053 4.258 -2.373
C 3.337 3.723 -3.564
C 2.725 5.003 -4.341
C 1.261 4.742 -4.889
Br -0.018 4.857 -3.354
H -8.458 -2.435 3.800
H -9.196 -3.624 2.643
H -8.023 -4.191 3.998
H -7.002 -2.187 1.878
H -6.027 -3.385 2.904
H -7.159 -5.314 1.509
H -7.985 -4.008 0.480
H -5.280 -3.155 0.238
H -6.192 -4.127 -1.012
H -5.261 -6.325 0.200
H -4.244 -5.218 1.241
H -3.878 -4.431 -1.580
H -3.692 -6.303 -1.444
H -1.360 -5.640 -0.861
H -2.148 -5.372 0.800
H -2.341 -2.972 -1.166
H -2.064 -3.053 0.680
H 0.083 -4.030 -1.427
H 0.311 -3.564 0.381
H 0.012 -1.223 0.036
H -0.849 -1.422 -1.544
H 1.651 -2.477 -2.283
H 1.265 -0.730 -2.552
H 3.578 -1.159 -1.452
H 2.734 -1.949 -0.039
H 3.157 0.302 0.774
H 1.383 0.418 0.126
H 2.175 1.428 -2.001
H 3.938 1.173 -1.574
H 1.868 3.322 -0.458
H 3.230 2.783 0.610
H 4.616 4.160 1.765
H 6.209 4.958 1.205
H 5.380 7.210 1.153
H 3.671 6.703 0.872
H 5.099 6.935 3.602
H 3.818 5.594 3.404
H 2.493 3.023 -3.324
H 4.132 3.253 -4.228
H 3.441 5.404 -5.114
H 2.632 5.812 -3.546
H 1.184 3.744 -5.427
H 1.015 5.578 -5.619
Br 2.095 -3.139 3.930
C 1.037 -1.718 3.121
C -0.242 -1.480 3.886
Br -1.560 -2.863 3.509
H 0.871 -1.998 2.082
H 1.675 -0.834 3.158
H -0.709 -0.547 3.567
H -0.101 -1.460 4.965
*
```

***

No. 3
ORCA calculation (the ωB97M-V functional and the def2-TZVPD basis) on the ion C6H7IN3O with charge +1 in a non-equilibrium geometry.

The SMILES is [H]/N=[N+](\[O-])[C@H]1C=CC=C/[N+]1=C\I. The energy is -769.59535 hartree. Its energy above the lowest of the compared OMol25 structures with the same formula, charge and spin is 0.00 kcal/mol. The HOMO-LUMO gap (alpha / beta) is 7.367 / 7.365 eV. The calculation puts the LUMO energy (alpha / beta) at -5.6 / -5.6 eV.

Structure (ORCA input):
```
! wB97M-V def2-TZVPD RIJCOSX def2/J DEFGRID3
* xyz 1 1
H -0.925 3.171 0.527
N -0.858 2.332 0.027
N 0.286 1.829 0.206
O 1.291 2.234 0.747
C 0.444 0.457 -0.524
C 1.784 -0.101 -0.200
C 1.788 -1.328 0.361
C 0.549 -1.953 0.743
C -0.650 -1.519 0.334
N -0.810 -0.296 -0.261
C -1.929 0.286 -0.701
I -3.685 -0.309 0.048
H 0.181 0.760 -1.558
H 2.733 0.421 -0.406
H 2.718 -1.854 0.628
H 0.671 -2.944 1.208
H -1.629 -2.069 0.540
H -1.960 0.884 -1.717
*
```

***

No. 4
ORCA calculation (the ωB97M-V functional and the def2-TZVPD basis) on a cluster of 4 separate species, C5H20NO3S in total in a non-equilibrium geometry.

The energy is -880.87822 hartree. The HOMO-LUMO gap is 9.021 eV. The calculation puts the LUMO energy at -2.9 eV.

Structure (ORCA input):
```
! wB97M-V def2-TZVPD RIJCOSX def2/J DEFGRID3
* xyz 1 1
C 2.248 -0.465 -1.155
C 0.959 -0.498 -0.406
C -0.324 -1.273 -0.960
C -1.010 -0.689 -2.266
S -1.821 0.817 -1.794
C -0.697 1.952 -2.640
N 1.255 -0.780 1.041
H 2.613 0.540 -1.340
H 2.349 -1.000 -2.109
H 3.036 -1.049 -0.641
H 0.450 0.483 -0.408
H -0.018 -2.245 -1.397
H -0.991 -1.233 -0.094
H -0.217 -0.597 -2.980
H -1.890 -1.349 -2.359
H -1.058 2.983 -2.620
H -0.717 1.592 -3.691
H 0.323 1.885 -2.269
H 0.985 0.000 1.693
H 0.811 -1.665 1.306
H 2.209 -0.988 1.432
H 0.544 2.125 2.694
H 1.467 1.414 3.770
O 1.316 1.562 2.831
H -0.261 -2.219 2.839
H 0.787 -3.465 3.021
O 0.557 -2.553 3.205
H -1.205 1.902 2.668
H -1.359 1.191 1.255
O -1.135 1.062 2.205
*
```

***

No. 5
ORCA calculation (the ωB97M-V functional and the def2-TZVPD basis) on an isolated molecule of C18H16ClN3O3S.

The SMILES is O=C(Cn1cnc2scc(-c3ccc(Cl)cc3)c2c1=O)N1CCOCC1. The energy is -1943.92930 hartree. Its energy above the lowest of the compared OMol25 structures with the same formula, charge and spin is 0.00 kcal/mol. The HOMO-LUMO gap is 8.563 eV. The calculation puts the LUMO energy at 0.1 eV.

Structure (ORCA input):
```
! wB97M-V def2-TZVPD RIJCOSX def2/J DEFGRID3
* xyz 0 1
O 2.058 2.944 -1.972
C 2.443 2.104 -1.189
C 3.018 0.778 -1.721
N 2.441 -0.417 -1.134
C 3.209 -1.507 -0.898
N 2.802 -2.609 -0.377
C 1.489 -2.668 -0.077
S 0.755 -4.037 0.672
C -0.769 -3.227 0.673
C -0.741 -1.981 0.123
C -1.924 -1.124 0.002
C -2.772 -0.950 1.092
C -3.899 -0.156 0.989
C -4.183 0.465 -0.217
Cl -5.592 1.455 -0.353
C -3.354 0.297 -1.315
C -2.229 -0.497 -1.203
C 0.577 -1.644 -0.313
C 1.058 -0.393 -0.853
O 0.419 0.621 -1.037
N 2.512 2.329 0.142
C 3.040 1.475 1.181
C 1.913 1.066 2.142
O 1.267 2.195 2.670
C 0.727 2.996 1.636
C 1.829 3.485 0.694
H 2.808 0.791 -2.796
H 4.101 0.765 -1.573
H 4.256 -1.433 -1.160
H -1.626 -3.736 1.068
H -2.538 -1.427 2.032
H -4.551 -0.017 1.837
H -3.587 0.785 -2.248
H -1.589 -0.632 -2.059
H 3.781 2.057 1.746
H 3.531 0.592 0.776
H 1.186 0.432 1.613
H 2.320 0.515 2.993
H -0.010 2.420 1.058
H 0.235 3.835 2.129
H 2.550 4.098 1.246
H 1.409 4.057 -0.133
*
```

***

No. 6
ORCA calculation (the ωB97M-V functional and the def2-TZVPD basis) on a structure of composition C9H13NO in a non-equilibrium geometry.

The energy is -480.58681 hartree. Its energy above the lowest of the compared OMol25 structures with the same formula, charge and spin is 106.96 kcal/mol. The HOMO-LUMO gap is 8.189 eV. The calculation puts the LUMO energy at 0.6 eV.

Structure (ORCA input):
```
! wB97M-V def2-TZVPD RIJCOSX def2/J DEFGRID3
* xyz 0 1
C -1.156 1.402 2.132
C -0.552 0.124 1.646
C -0.853 -1.799 0.236
C 2.171 0.598 -0.700
C 1.026 1.242 -0.146
C -0.172 0.750 -0.687
C -0.194 -0.216 -1.658
C 0.879 -0.871 -2.071
C 2.099 -0.592 -1.519
H -2.240 1.473 1.866
H -0.597 2.324 1.795
H -1.189 1.426 3.264
H -2.065 -0.061 0.047
H 0.104 -1.984 0.818
H -1.676 -2.478 0.646
H -0.674 -1.946 -0.899
H 3.225 0.957 -0.391
H 0.992 2.145 0.533
H -1.172 1.181 -0.551
H -1.251 -0.360 -2.132
H 1.025 -1.476 -3.022
H 3.029 -1.058 -1.875
N -1.189 -0.395 0.524
O 0.428 -0.387 2.147
*
```

***

No. 7
ORCA calculation (the ωB97M-V functional and the def2-TZVPD basis) on an isolated molecule of C4H7NO2.

The SMILES is NC(=O)C[C@H]1CO1. The energy is -361.82334 hartree. Its energy above the lowest of the compared OMol25 structures with the same formula, charge and spin is 36.09 kcal/mol. The HOMO-LUMO gap is 10.699 eV. The calculation puts the LUMO energy at 0.8 eV.

Structure (ORCA input):
```
! wB97M-V def2-TZVPD RIJCOSX def2/J DEFGRID3
* xyz 0 1
N -1.397 -0.386 1.904
C -0.703 -0.780 0.801
O -0.087 -1.834 0.786
C -0.757 0.068 -0.459
C 0.504 0.874 -0.757
C 1.845 0.348 -0.479
O 1.319 0.358 -1.799
H -1.381 -1.033 2.678
H -1.796 0.527 2.042
H -1.644 0.709 -0.528
H -0.809 -0.702 -1.230
H 0.378 1.957 -0.821
H 1.930 -0.635 -0.019
H 2.675 1.033 -0.300
*
```

***

No. 8
ORCA calculation (the ωB97M-V functional and the def2-TZVPD basis) on a cluster of 2 separate species, CH9N5 in total in a non-equilibrium geometry.

The energy is -316.45219 hartree. Its energy above the lowest of the compared OMol25 structures with the same formula, charge and spin is 150.21 kcal/mol. The HOMO-LUMO gap is 8.272 eV. The calculation puts the LUMO energy at -10.2 eV.

Structure (ORCA input):
```
! wB97M-V def2-TZVPD RIJCOSX def2/J DEFGRID3
* xyz 2 1
C 1.100 1.188 -0.097
N 1.501 0.030 -0.855
N 0.240 0.039 -0.102
N -3.243 -0.494 0.806
N 2.604 -0.705 -0.568
N -2.311 0.213 0.492
H 1.692 1.438 0.782
H 0.771 2.057 -0.662
H 1.337 0.070 -1.871
H 0.269 -0.513 0.755
H -3.134 -1.087 1.649
H -4.163 -0.565 0.327
H 2.671 -1.623 -0.993
H 2.993 -0.635 0.364
H -2.443 0.824 -0.327
*
```

***

No. 9
ORCA calculation (the ωB97M-V functional and the def2-TZVPD basis) on a structure of composition C9H32B2Cl2CrMgO9S3 in a non-equilibrium geometry.

The energy is -4448.41097 hartree. Its energy above the lowest of the compared OMol25 structures with the same formula, charge and spin is 0.00 kcal/mol. The HOMO-LUMO gap (alpha / beta) is 7.414 / 7.901 eV. The calculation puts the LUMO energy (alpha / beta) at -1.6 / -1.1 eV.

Structure (ORCA input):
```
! wB97M-V def2-TZVPD RIJCOSX def2/J DEFGRID3
* xyz 0 5
Cr -1.157 -1.887 -0.132
Mg -1.107 1.476 -3.099
Cl -3.049 -2.338 -1.629
Cl 0.341 1.195 -4.900
B -2.965 0.675 -3.784
H -3.775 0.379 -4.591
H -2.452 1.636 -4.119
H -3.703 0.816 -2.852
H -2.182 -0.159 -3.590
B -0.509 0.100 -1.442
H 0.230 0.719 -2.049
H -0.754 -0.943 -1.930
H -0.159 -0.175 -0.374
H -1.590 0.527 -1.464
O 0.610 1.162 1.816
S 0.694 -0.158 2.321
O -0.025 -1.185 1.590
O 2.217 -0.558 2.490
C 2.505 -1.968 2.645
C 4.000 -2.064 2.863
C 0.088 -0.227 4.005
H 2.284 -2.536 1.741
H 1.901 -2.374 3.458
H 4.341 -1.424 3.680
H 4.506 -1.840 1.927
H 4.296 -3.045 3.239
H 0.386 -1.195 4.394
H -0.995 -0.151 3.901
H 0.487 0.643 4.516
O 5.255 -0.261 -2.816
S 4.121 -0.566 -2.002
O 3.444 -1.789 -2.254
O 4.612 -0.588 -0.461
C 5.836 0.080 -0.141
C 5.655 1.591 -0.087
C 2.974 0.790 -2.012
H 6.575 -0.100 -0.923
H 6.273 -0.269 0.791
H 6.495 2.091 0.394
H 4.800 1.790 0.569
H 5.465 2.048 -1.055
H 2.227 0.592 -2.779
H 3.450 1.751 -2.182
H 2.469 0.842 -1.047
O -3.260 1.175 2.753
S -3.582 0.599 1.489
O -2.694 -0.382 0.927
O -5.040 0.024 1.560
C -5.534 -0.727 0.392
C -6.790 -0.030 -0.076
C -3.787 1.920 0.296
H -5.872 -1.665 0.827
H -4.763 -0.859 -0.363
H -6.602 1.002 -0.378
H -7.516 0.024 0.734
H -7.189 -0.567 -0.936
H -3.874 1.430 -0.678
H -2.894 2.538 0.273
H -4.717 2.416 0.551
*
```

***

No. 10
ORCA calculation (the ωB97M-V functional and the def2-TZVPD basis) on an isolated molecule of C5H8N2 in a non-equilibrium geometry.

The SMILES is C=NC(=C)N1CC1. The energy is -304.69618 hartree. Its energy above the lowest of the compared OMol25 structures with the same formula, charge and spin is 87.42 kcal/mol. The HOMO-LUMO gap is 9.234 eV. The calculation puts the LUMO energy at 0.8 eV.

Structure (ORCA input):
```
! wB97M-V def2-TZVPD RIJCOSX def2/J DEFGRID3
* xyz 0 1
C 0.842 -1.878 0.762
N 0.450 -1.186 -0.216
C -0.702 -0.391 -0.184
C -1.894 -0.866 0.232
N -0.553 0.840 -0.759
C 0.147 1.898 -0.073
C 1.116 1.215 -0.945
H 0.324 -1.935 1.722
H 1.706 -2.522 0.623
H -2.756 -0.220 0.263
H -2.017 -1.906 0.477
H -0.186 2.880 -0.404
H 0.308 1.823 1.002
H 2.001 0.771 -0.511
H 1.216 1.478 -1.988
*
```

***

No. 11
ORCA calculation (the ωB97M-V functional and the def2-TZVPD basis) on a cluster of 2 separate species, C2H8N2O2 in total in a non-equilibrium geometry.

The SMILES is NC=O.NCO. The energy is -340.93595 hartree. Its energy above the lowest of the compared OMol25 structures with the same formula, charge and spin is 59.28 kcal/mol. The HOMO-LUMO gap is 10.587 eV. The calculation puts the LUMO energy at 0.7 eV.

Structure (ORCA input):
```
! wB97M-V def2-TZVPD RIJCOSX def2/J DEFGRID3
* xyz 0 1
N 1.108 -1.560 -0.224
C 2.174 -0.598 -0.415
O 2.092 0.540 -0.826
H 0.187 -1.313 0.167
H 0.848 -2.322 -0.910
H 3.093 -1.140 -0.210
N -2.199 1.515 0.785
C -1.300 0.698 -0.043
O -1.472 -0.645 0.503
H -1.841 1.628 1.700
H -2.092 2.447 0.391
H -0.211 1.019 0.034
H -1.721 0.868 -1.025
H -0.832 -0.636 1.264
*
```

***

No. 12
ORCA calculation (the ωB97M-V functional and the def2-TZVPD basis) on an isolated molecule of C5H12N2 in a non-equilibrium geometry.

The energy is -306.98296 hartree. Its energy above the lowest of the compared OMol25 structures with the same formula, charge and spin is 154.61 kcal/mol. The HOMO-LUMO gap is 4.289 eV. The calculation puts the LUMO energy at -2.7 eV.

Structure (ORCA input):
```
! wB97M-V def2-TZVPD RIJCOSX def2/J DEFGRID3
* xyz 0 1
C 1.600 0.744 -1.064
C 0.183 0.765 -0.930
C -0.547 0.445 0.403
C -0.061 -0.884 0.975
C -0.380 -2.093 0.115
N -0.503 -1.079 2.287
N -0.461 2.032 -1.599
H 0.007 -2.027 -0.909
H 2.323 1.217 -0.411
H 2.034 -0.071 -1.641
H -0.237 -0.030 -1.561
H -1.630 0.399 0.252
H -0.334 1.275 1.088
H -1.440 -2.327 -0.020
H 0.108 -2.944 0.581
H 1.059 -0.787 0.942
H 0.175 -0.674 2.932
H -0.185 2.902 -1.123
H 0.212 2.060 -2.370
*
```

***

No. 13
ORCA calculation (the ωB97M-V functional and the def2-TZVPD basis) on a structure of composition C5H8N2O in a non-equilibrium geometry.

The energy is -379.88299 hartree. Its energy above the lowest of the compared OMol25 structures with the same formula, charge and spin is 128.75 kcal/mol. The HOMO-LUMO gap (alpha / beta) is 8.011 / 8.008 eV. The calculation puts the LUMO energy (alpha / beta) at -0.5 / -0.5 eV.

Structure (ORCA input):
```
! wB97M-V def2-TZVPD RIJCOSX def2/J DEFGRID3
* xyz 0 1
C 2.632 -1.197 -0.019
C -2.464 -1.071 -0.021
C -1.318 -0.189 0.096
C -0.783 0.957 0.075
N -1.070 2.289 0.071
O 1.313 -0.685 0.232
C 1.185 0.717 0.252
N 1.803 1.717 0.168
H -0.231 2.836 0.231
H -1.663 2.622 -0.673
H 2.970 -0.940 -1.027
H 2.656 -2.274 0.132
H 3.420 -0.781 0.611
H -2.656 -1.427 -1.036
H -2.390 -1.964 0.604
H -3.404 -0.611 0.302
*
```